# 1
86
Properties=species:S:1:pos:R:3:mulliken_charge:R:1 method="wB97M-V/def2-TZVPD" lumo_ev=1.80 e_homo_ev=-3.321 e_above_lowest_ev=0.000 total_charge=-1 total_energy_ha=-8627.10082
Na 0.67447 0.55883 0.16053 0.96
C -3.82618 0.98604 -0.11926 -0.88
C -3.61782 -0.25670 -0.98279 -1.21
S -1.86299 -0.64228 -1.22852 0.55
C -1.84787 -2.40834 -0.85011 -0.89
C -2.31568 -2.87015 0.52805 -1.14
S -1.47197 -2.05979 1.90784 0.19
C -2.85057 -1.47508 2.91885 -0.33
C -3.83462 -0.48589 2.28491 -1.16
S -3.03815 0.94030 1.50143 0.21
H -4.88905 1.22331 -0.02460 0.51
H -3.33642 1.82782 -0.61846 0.15
H -4.07967 -0.07124 -1.95488 0.54
H -4.11844 -1.12386 -0.54910 0.47
H -0.80762 -2.69537 -1.00264 0.17
H -2.44229 -2.94074 -1.60047 0.51
H -2.14806 -3.94765 0.59580 0.57
H -3.38978 -2.71747 0.63881 0.45
H -2.35918 -0.99570 3.77027 -0.22
H -3.41681 -2.31812 3.32764 0.59
H -4.51398 -0.14708 3.07224 0.61
H -4.45423 -0.98404 1.53877 0.49
O 1.61868 4.61734 -4.18846 -0.60
C 1.08133 4.66908 -2.87382 -1.48
C 1.16236 3.34674 -2.09987 3.25
C 0.59498 3.66424 -0.69522 -1.62
O -0.18102 2.61905 -0.11994 -0.04
C 2.63593 2.91913 -2.02981 -1.55
Se 3.16584 1.47640 -0.76885 -0.49
C 0.34121 2.27137 -2.81143 -1.98
Se -1.61378 2.60511 -2.95508 -0.53
H 1.10421 3.95247 -4.66080 0.37
H 0.03278 4.98214 -2.91507 0.46
H 1.66156 5.43493 -2.34937 0.49
H -0.03273 4.56212 -0.73831 0.30
H 1.42226 3.84498 -0.00389 0.33
H -0.95330 2.52474 -0.71980 -0.35
H 3.22929 3.80133 -1.77287 0.52
H 2.95010 2.60728 -3.02717 0.43
H 0.51188 1.31701 -2.30846 -0.05
H 0.74507 2.12895 -3.81771 0.84
N 3.02093 -1.99956 -2.74570 0.11
C 2.35256 -1.59098 -3.88438 0.15
C 2.73193 -1.54531 -5.21981 -1.18
C 1.80582 -1.02754 -6.10468 -0.39
C 0.55584 -0.56230 -5.66903 -0.74
C 0.18404 -0.61246 -4.34156 -0.49
C 1.09677 -1.15778 -3.44033 0.70
N 1.02127 -1.28949 -2.06008 0.35
C 2.16915 -1.77906 -1.70449 -0.25
C 2.50887 -2.02511 -0.30170 -0.17
C 3.69078 -1.73303 0.30469 -0.40
S 3.53917 -1.99947 1.98444 -0.21
C 1.91474 -2.48673 1.75007 -0.08
N 1.50308 -2.46301 0.52451 -0.12
H 3.97449 -2.30334 -2.66779 0.24
H 3.70679 -1.87675 -5.55076 0.40
H 2.05839 -0.95997 -7.15484 0.37
H -0.12620 -0.12698 -6.38605 0.44
H -0.75629 -0.20030 -4.00105 0.36
H 4.54807 -1.24690 -0.12626 0.41
H 1.28553 -2.77716 2.57426 0.49
O 0.50149 0.49755 2.22307 -0.54
S 0.00755 1.78123 2.82789 0.85
C -0.68047 1.29344 4.39996 -0.02
C -1.91080 1.81088 4.76157 0.00
C -2.50413 1.37738 5.94346 -0.64
C -1.86780 0.43199 6.72901 -0.42
C -0.63503 -0.08962 6.34559 -0.71
C -0.03597 0.33955 5.17638 -0.39
C 1.46773 2.62908 3.42779 0.27
C 1.34093 3.65586 4.35612 -0.57
C 2.46873 4.35977 4.73756 -0.68
C 3.70399 4.04780 4.17818 -0.46
C 3.80756 3.03842 3.23798 -0.71
C 2.68488 2.31393 2.85507 -0.36
H -2.41064 2.51454 4.11002 0.41
H -3.46948 1.76890 6.23479 0.41
H -2.33567 0.08889 7.64225 0.38
H -0.14950 -0.83578 6.95984 0.40
H 0.90972 -0.06534 4.84189 0.32
H 0.37510 3.89829 4.78028 0.42
H 2.38491 5.15776 5.46432 0.37
H 4.58274 4.60863 4.46848 0.37
H 4.75653 2.82002 2.76844 0.46
H 2.75117 1.56224 2.08354 0.42


# 2
91
Properties=species:S:1:pos:R:3:mulliken_charge:R:1 method="wB97M-V/def2-TZVPD" lumo_ev=3.81 e_homo_ev=0.397 total_charge=-2 total_energy_ha=-2050.36969
C -5.21142 -2.58263 3.37735 -1.18
C -3.66615 -2.25221 2.96157 0.18
C -3.44051 -0.69822 3.19227 -1.34
P -2.01281 0.14508 2.25614 0.45
C -0.92323 -1.43851 2.13742 -0.41
O -1.14410 -2.27409 0.93452 -0.12
N -0.43652 -3.41841 1.19625 0.03
O -1.13843 -4.27268 1.66022 -0.31
C -2.82721 -0.12296 0.51144 0.18
O -2.18890 0.12650 -0.58675 -0.75
O -4.14922 -0.52927 0.34141 -0.78
H -5.61117 -3.33817 2.60543 0.29
H -5.83741 -1.64141 3.21645 0.30
H -5.31401 -2.95481 4.44563 0.30
H -3.59875 -2.57739 1.86532 0.14
H -2.99750 -2.90498 3.63166 0.23
H -3.23273 -0.55375 4.32079 0.34
H -4.38465 -0.07466 2.99124 0.35
H -0.96027 0.86330 1.56681 0.09
H -2.77614 1.39466 2.31463 -0.20
H -1.36199 0.54145 3.51733 -0.08
H 0.15916 -1.05239 2.02159 0.03
H -0.88458 -2.06490 3.10652 0.29
C 1.01027 -1.27116 -4.86713 -1.35
C -0.16930 -1.10321 -3.91301 0.49
C -1.53878 -1.11774 -4.62169 -0.74
O -1.86651 0.09728 -5.29387 -0.37
C -1.31048 0.21868 -6.58781 -0.68
N 0.02255 0.12088 -3.13292 -0.65
H 1.21767 -0.36730 -5.44382 0.27
H 1.91954 -1.50430 -4.30447 0.17
H 0.83504 -2.09295 -5.56905 0.36
H -0.14976 -1.95363 -3.22347 0.42
H -2.30968 -1.24418 -3.85584 0.41
H -1.63293 -1.97465 -5.30217 0.38
H -1.25792 -0.74372 -7.10660 0.29
H -0.31997 0.67649 -6.53292 0.23
H -1.95056 0.88880 -7.16768 0.25
H -0.72369 0.18021 -2.43550 0.26
H -0.16579 0.90842 -3.75320 0.30
C 3.56897 -1.19975 3.37787 -1.14
C 3.05249 -0.00640 4.17663 0.23
C 3.48813 -0.02520 5.65695 -0.75
O 2.75476 -0.93138 6.47479 -0.36
C 3.21521 -2.26953 6.42650 -0.63
N 1.59423 0.05868 4.03923 -0.42
H 3.02770 -2.12059 3.60122 0.27
H 3.45277 -1.01575 2.30653 0.02
H 4.63291 -1.37105 3.57131 0.39
H 3.47923 0.89532 3.72271 0.35
H 3.29312 0.96726 6.07622 0.36
H 4.56786 -0.19819 5.75817 0.41
H 4.30222 -2.32804 6.31418 0.29
H 2.71905 -2.81105 5.61902 0.22
H 2.93863 -2.75441 7.36587 0.25
H 1.25915 0.90407 4.49782 0.26
H 1.20061 -0.69188 4.60640 0.26
C -5.55755 2.79876 -0.48415 -1.33
C -4.94600 3.68921 0.59370 0.08
C -4.81055 5.16662 0.16646 -0.70
O -3.72098 5.42794 -0.71365 -0.36
C -3.99268 5.16175 -2.07761 -0.62
N -3.66020 3.11804 0.99813 -0.32
H -4.85840 2.57590 -1.29147 0.21
H -5.86016 1.83967 -0.05497 0.29
H -6.44916 3.26527 -0.91929 0.40
H -5.62021 3.66098 1.45818 0.29
H -4.60596 5.75862 1.06531 0.34
H -5.74935 5.55349 -0.25307 0.42
H -5.03000 5.38786 -2.34336 0.28
H -3.75671 4.12276 -2.31396 0.22
H -3.33584 5.79390 -2.68105 0.24
H -3.29219 3.65907 1.77898 0.29
H -2.99416 3.29919 0.24697 0.20
C 5.42925 -0.71452 -4.38526 -1.44
C 6.65828 -0.66432 -3.48371 0.38
C 6.51939 -1.52408 -2.21105 -0.69
O 5.71101 -0.94211 -1.19740 -0.41
C 4.31255 -1.14660 -1.36508 -0.37
N 6.95475 0.73682 -3.16001 -0.76
H 4.59562 -0.13120 -3.99151 0.26
H 5.66535 -0.30476 -5.37166 0.42
H 5.08987 -1.74418 -4.52750 0.34
H 7.49856 -1.06723 -4.06066 0.38
H 7.51513 -1.62731 -1.76595 0.34
H 6.17787 -2.53978 -2.44544 0.40
H 4.08846 -2.12296 -1.80375 0.28
H 3.88330 -0.34855 -1.97281 0.22
H 3.84458 -1.09608 -0.38043 0.04
H 7.82464 0.77164 -2.63136 0.27
H 6.25326 1.04659 -2.48713 0.34


# 3
11
Properties=species:S:1:pos:R:3:nbo_charge:R:1 method="wB97M-V/def2-TZVPD" lumo_ev=1.09 e_homo_ev=-8.553 e_above_lowest_ev=4.095 total_energy_ha=-231.07324
C 1.02044 -0.69021 0.48451 -0.37
C -0.68621 -0.10820 0.57860 -0.36
C -0.79310 1.10480 -0.32606 -0.10
O 0.07477 0.50144 -1.31703 -0.52
C 0.06734 -0.72808 -0.58896 0.05
H 1.02381 -1.56653 1.13557 0.22
H 1.95886 -0.16936 0.36578 0.23
H -0.09824 -0.05219 1.54804 0.29
H -0.48709 2.06435 0.09527 0.18
H -1.78429 1.24072 -0.79655 0.19
H -0.14752 -1.62276 -1.15635 0.20


# 4
21
Properties=species:S:1:pos:R:3:nbo_charge:R:1 method="wB97M-V/def2-TZVPD" lumo_ev=1.02 e_homo_ev=-7.782 e_above_lowest_ev=1.762 total_energy_ha=-329.20669
C -2.72578 -1.33033 -1.19017 -0.41
C -1.40773 -1.24360 -0.98438 -0.18
C -0.72972 -0.55467 0.17556 0.13
N -1.32398 -0.99129 1.36717 -0.83
C 0.24977 0.31265 -0.04175 -0.07
C 0.71695 0.55025 -1.47008 -0.65
C 0.92644 1.11121 1.03787 -0.42
C 2.43175 0.85047 1.08489 -0.60
H -3.42193 -0.58648 -0.80577 0.19
H -3.06594 -1.80805 -2.10502 0.20
H -0.75892 -2.02234 -1.39662 0.20
H -0.84152 -0.67153 2.19051 0.37
H -2.32049 -1.05081 1.52536 0.39
H -0.15298 0.98767 -1.93878 0.23
H 1.17206 -0.26215 -2.03575 0.22
H 1.60152 1.18925 -1.55954 0.21
H 0.45623 1.04487 2.02385 0.20
H 0.77404 2.17673 0.78597 0.20
H 2.94091 1.37113 1.90098 0.21
H 2.62136 -0.20889 1.30262 0.20
H 2.85796 1.13591 0.13308 0.20